Entry from the Open Molecules 2025 dataset: the molecule C5H11NO in a non-equilibrium geometry (ωB97M-V/def2-TZVPD).

Values from the calculation:
SMILES	CCCNC(C)=O
orbital gap	9.89	eV
LUMO	0.909	eV

ORCA input file:
```
! wB97M-V def2-TZVPD RIJCOSX def2/J DEFGRID3
* xyz 0 1
H -1.714 -1.011 -1.598
H 1.687 0.059 2.417
C 0.770 -0.533 2.403
H 1.150 0.075 -1.756
N 0.154 1.248 0.845
H 0.359 -0.513 3.417
H -1.316 1.234 -0.587
H -0.462 -1.555 -2.760
C -0.821 -0.714 -2.158
C -0.272 -0.018 1.449
H 1.032 -1.555 2.120
H -1.108 0.068 -2.867
H 0.219 2.105 -1.057
C -0.229 1.275 -0.505
H 1.090 1.572 1.056
O -1.427 -0.415 1.417
C 0.255 -0.233 -1.202
H 0.632 -1.089 -0.634
*
```

***

Entry from the Open Molecules 2025 dataset: a structure of composition C40H48N5O9PS2SbTi in a non-equilibrium geometry (ωB97M-V/def2-TZVPD).

Values from the calculation:
orbital gap	7.25	eV
LUMO	2.079	eV

ORCA input file:
```
! wB97M-V def2-TZVPD RIJCOSX def2/J DEFGRID3
* xyz -1 1
H -3.516 -0.963 3.791
H 3.126 -3.069 5.532
H -2.793 -3.929 3.568
H 1.450 -5.970 -1.620
H -2.355 4.405 -5.142
H 1.811 -7.654 0.216
C 1.410 -5.667 -0.570
H 4.872 1.472 1.636
C 0.378 -4.569 -0.375
H 3.082 -1.798 1.016
H 2.269 7.038 -1.523
O -1.530 0.472 0.680
H -1.262 2.391 3.624
C 4.026 5.881 -1.097
C 1.807 -0.155 -2.412
C 4.883 1.037 -0.486
C -0.087 4.768 -2.646
S 0.248 2.591 -0.437
H -0.053 3.741 -4.530
H 0.238 -1.085 3.924
H 4.627 6.399 -1.835
C 3.814 4.225 0.641
C 3.118 -2.486 1.849
H 2.336 -4.173 3.634
H 0.196 3.482 2.019
H -1.028 -5.634 1.690
H -0.609 -4.956 -0.667
C 2.824 0.323 -1.387
H 4.247 3.450 1.268
C -3.114 -1.893 4.216
H -4.310 5.331 2.908
C 3.730 -1.503 4.131
H 2.393 -5.270 -0.294
H 6.454 1.340 -1.505
N 0.570 -1.702 0.249
H 5.624 4.581 -0.465
C 2.665 -2.382 4.816
C -1.190 5.084 1.542
C 2.691 6.237 -0.915
O -3.623 1.603 0.026
O 2.498 1.508 3.118
C -2.882 3.790 3.376
N 0.343 -4.166 1.047
C -0.841 5.533 -1.748
N 2.277 0.481 -0.191
H 4.562 -1.339 4.816
C 4.589 4.869 -0.321
C 1.861 -3.194 3.798
C -1.608 3.289 3.126
C 2.473 4.571 0.814
O 0.875 0.608 1.833
H 4.949 -1.456 2.350
H 4.574 0.487 -2.581
C 4.252 -2.139 2.839
C 4.298 1.157 0.769
H -2.822 6.489 1.318
H 1.893 4.036 1.559
H 3.304 -3.488 1.434
H -4.096 -3.102 2.702
H -2.435 -1.697 1.538
O 6.193 1.352 -0.580
C -1.697 -1.628 4.733
H -3.699 5.783 -3.585
O 2.151 -0.471 -3.527
H 0.648 -7.262 2.418
H 0.855 -3.377 4.171
C -1.933 4.724 -4.198
C -0.020 -5.269 1.942
H 4.811 -3.044 3.087
C -0.771 -1.284 3.580
H 0.590 -3.697 -0.976
C 2.077 1.031 2.082
C 0.967 -6.423 1.792
H 0.101 -7.271 0.012
H -0.052 -4.911 2.967
C 1.889 5.579 0.026
C -2.147 5.894 -2.107
C -2.690 5.494 -3.322
H -2.081 -3.394 1.271
H -1.320 -2.526 5.241
C 2.970 0.883 0.867
C -0.766 3.927 2.220
C -3.316 4.937 2.719
H 0.918 4.463 -2.392
O -1.999 0.756 -1.651
O -1.520 2.739 -0.269
Sb -0.121 6.286 0.126
O 0.612 -0.151 -1.898
S -2.273 1.357 -0.365
C -3.099 -2.973 3.127
H -3.768 -2.193 5.036
C -0.637 4.359 -3.859
H -1.126 -0.387 3.083
C -2.471 5.585 1.816
Ti 0.221 0.110 0.003
H -2.754 6.487 -1.427
H 1.987 -1.733 5.379
H 3.303 -0.527 3.907
H -1.696 -0.809 5.460
N -0.759 -2.441 2.622
P 0.484 -2.579 1.533
N 1.800 -2.461 2.531
C 1.069 -6.860 0.326
C -2.119 -2.611 2.025
H -3.540 3.282 4.076
C 4.145 0.609 -1.588
H 1.951 -6.095 2.144
*
```

***

Entry from the Open Molecules 2025 dataset: the molecule C2H6N4S in a non-equilibrium geometry (ωB97M-V/def2-TZVPD).

Values from the calculation:
SMILES	CSN1N=NCN1
orbital gap	9.07	eV
LUMO	0.874	eV

ORCA input file:
```
! wB97M-V def2-TZVPD RIJCOSX def2/J DEFGRID3
* xyz 0 1
H -0.577 1.176 1.197
C -2.179 0.030 0.488
H -2.671 -0.547 1.291
H 2.741 -0.272 -1.655
N -0.820 0.225 1.049
H -2.585 1.080 0.295
C 2.503 0.148 -0.735
N -0.082 -0.426 -0.002
H 1.819 1.040 -0.766
N -2.047 -0.756 -0.667
S 1.430 -1.027 0.443
N -0.930 -1.085 -0.897
H 3.397 0.414 -0.042
*
```